w:
14
Properties=species:S:1:pos:R:3:nbo_charge:R:1 method="wB97M-V/def2-TZVPD" total_charge=+1 homo_energy_ha=-0.476
C -1.639 -0.625 0.154 0.2470
C 2.807 -0.399 -0.076 -0.4427
N -3.471 1.025 -0.007 -0.6043
N -2.595 0.053 0.074 -0.1241
N 0.507 0.035 -0.290 -0.3443
N 1.565 0.255 0.380 -0.2938
S -0.492 -1.740 0.199 0.2386
H 2.641 -1.382 -0.409 0.2157
H 3.044 0.104 -1.038 0.2210
H 3.584 -0.359 0.601 0.2382
H -3.768 1.496 0.925 0.4119
H 0.675 -0.236 -1.280 0.3873
H 1.427 0.688 1.388 0.4203
H -4.286 1.085 -0.620 0.4293

x:
14
Properties=species:S:1:pos:R:3:nbo_charge:R:1 method="wB97M-V/def2-TZVPD" total_charge=+1 homo_energy_ha=-0.487
C -0.013 1.007 0.552 0.4243
C 0.746 -1.070 -1.465 0.0095
N 0.480 1.987 1.055 -0.6446
N -1.017 0.199 1.120 -0.4708
N 0.762 -1.775 -2.620 -0.6534
N -1.390 0.489 2.461 -0.6071
S 0.411 0.585 -1.335 0.3023
H 1.181 -1.582 -0.580 0.2533
H 1.304 2.339 0.782 0.3882
H -1.630 -0.415 0.723 0.4106
H 1.252 -2.653 -2.741 0.4470
H 0.581 -1.214 -3.388 0.4141
H -2.055 1.306 2.491 0.3609
H -0.614 0.796 2.945 0.3658

Of them, the most stable is x and the least stable is w.

w:
13
Properties=species:S:1:pos:R:3:nbo_charge:R:1 method="wB97M-V/def2-TZVPD" total_charge=0 homo_energy_ha=-0.384 smiles="O[C@H]1C=NN=C1CF"
C 0.054 -0.696 -0.623 -0.0267
C 1.532 -0.939 -0.755 0.0622
C 0.221 0.349 0.507 0.1974
C -0.914 1.030 1.168 0.0086
H -1.559 -0.091 -1.658 0.4955
H -0.430 -1.575 -0.163 0.2069
H 1.901 -1.645 -1.491 0.2087
H -0.638 2.061 1.397 0.2009
H -1.196 0.505 2.106 0.1882
N 2.252 -0.313 0.081 -0.2313
N 1.417 0.574 0.873 -0.2464
O -0.615 -0.263 -1.796 -0.6969
F -2.026 1.004 0.354 -0.3671

x:
13
Properties=species:S:1:pos:R:3:nbo_charge:R:1 method="wB97M-V/def2-TZVPD" total_charge=0 homo_energy_ha=-0.320 smiles=CNc1cc(F)no1
C -0.512 1.094 2.664 -0.4116
C 0.050 -0.117 0.643 0.5256
C 0.805 -0.873 -0.248 -0.5040
C 0.303 -0.436 -1.493 0.5446
H -0.205 1.103 3.790 0.2077
H -1.616 0.965 2.555 0.2141
H -0.194 2.008 2.214 0.1928
H 1.090 -0.223 2.481 0.4067
H 1.710 -1.486 -0.068 0.2445
N 0.151 -0.028 2.016 -0.6131
N -0.712 0.372 -1.438 -0.2020
O -0.850 0.635 -0.046 -0.3174
F 0.675 -0.873 -2.671 -0.2880

Of them, the most stable is x and the least stable is w.

w:
57
Properties=species:S:1:pos:R:3:nbo_charge:R:1 method="wB97M-V/def2-TZVPD" total_charge=0 homo_energy_ha=-0.280 smiles="CNC(=S)N(CCc1cccc(C)c1)Cc1cc2cc(OC)c(OC)cc2[nH]c1=O"
C -5.417 2.006 0.555 -0.4110
N -4.265 1.482 -0.135 -0.6309
C -4.175 0.174 -0.442 0.3159
N -3.034 -0.245 -1.060 -0.4541
C -2.796 -1.664 -1.228 -0.2006
H -3.675 -2.129 -1.690 0.2321
H -1.939 -1.782 -1.892 0.1896
C -2.515 -2.386 0.101 -0.4468
C -1.364 -1.788 0.853 -0.0069
C -1.568 -0.712 1.708 -0.1796
C -0.508 -0.166 2.408 -0.2188
C 0.763 -0.694 2.272 -0.2346
C 0.989 -1.770 1.426 0.0004
C -0.081 -2.298 0.716 -0.2332
H 0.086 -3.140 0.057 0.2006
C 2.354 -2.382 1.316 -0.6298
H 3.127 -1.643 1.513 0.2145
H 2.511 -2.807 0.327 0.2077
H 2.458 -3.185 2.047 0.2219
H 1.587 -0.274 2.832 0.2078
H -0.678 0.668 3.073 0.2116
H -2.563 -0.311 1.834 0.2129
H -3.418 -2.335 0.709 0.2480
H -2.313 -3.434 -0.129 0.2118
C -2.193 0.662 -1.820 -0.2335
C -0.843 0.888 -1.193 -0.1236
C 0.262 0.212 -1.590 -0.0955
C 1.534 0.432 -0.996 -0.1302
C 2.694 -0.249 -1.386 -0.2546
C 3.915 -0.019 -0.789 0.2740
C 4.000 0.940 0.257 0.2895
C 2.853 1.622 0.638 -0.2809
C 1.626 1.385 0.031 0.2079
N 0.498 2.062 0.398 -0.5498
C -0.752 1.880 -0.133 0.6505
O -1.687 2.560 0.276 -0.6695
H 0.566 2.747 1.142 0.4169
H 2.944 2.346 1.432 0.2270
O 5.101 1.288 0.963 -0.4889
C 6.370 0.718 0.718 -0.2404
H 6.370 -0.360 0.893 0.1850
H 6.715 0.920 -0.297 0.1855
H 7.035 1.202 1.432 0.1915
O 5.063 -0.674 -1.149 -0.5222
C 4.999 -1.636 -2.173 -0.2508
H 6.015 -2.016 -2.276 0.2034
H 4.681 -1.195 -3.122 0.1782
H 4.331 -2.461 -1.910 0.1769
H 2.604 -0.973 -2.179 0.2213
H 0.195 -0.513 -2.390 0.2114
H -2.055 0.242 -2.824 0.2026
H -2.711 1.619 -1.919 0.2377
S -5.418 -0.883 -0.128 -0.3060
H -3.395 1.997 0.004 0.4384
H -6.322 1.603 0.101 0.2278
H -5.411 3.090 0.467 0.1985
H -5.419 1.729 1.614 0.1931

x:
57
Properties=species:S:1:pos:R:3:nbo_charge:R:1 method="wB97M-V/def2-TZVPD" total_charge=0 homo_energy_ha=-0.293 smiles="CCOc1ccc(NC(=O)C[C@@H]2C(=O)N(C)C(=S)N2CCCc2ccccc2)cc1"
C -6.736 -0.030 -0.009 -0.6377
C -6.308 1.258 -0.707 -0.0618
O -5.067 1.139 -1.371 -0.4956
C -3.907 1.213 -0.665 0.2876
C -2.737 1.093 -1.418 -0.2220
C -1.495 1.174 -0.829 -0.2208
C -1.392 1.379 0.544 0.1111
C -2.553 1.495 1.297 -0.2243
C -3.800 1.416 0.706 -0.2545
H -4.672 1.516 1.331 0.2100
H -2.487 1.651 2.366 0.2011
N -0.163 1.462 1.220 -0.5926
C 1.092 1.419 0.713 0.6932
O 1.371 1.315 -0.462 -0.6232
C 2.176 1.512 1.787 -0.5010
H 2.403 2.570 1.951 0.2622
C 3.467 0.847 1.292 -0.1263
N 3.318 -0.486 0.766 -0.4286
C 3.757 -0.556 -0.510 0.3143
S 3.853 -1.896 -1.442 -0.1973
N 4.176 0.696 -0.904 -0.4572
C 4.017 1.616 0.087 0.7212
O 4.288 2.788 0.040 -0.5823
C 4.614 1.005 -2.238 -0.4135
H 4.968 2.034 -2.240 0.2341
H 3.783 0.897 -2.936 0.2190
H 5.415 0.324 -2.529 0.2243
C 2.913 -1.634 1.536 -0.2148
C 1.394 -1.816 1.631 -0.4024
H 0.953 -0.959 2.143 0.1880
H 1.205 -2.706 2.235 0.2143
C 0.757 -1.976 0.254 -0.4696
C -0.745 -2.060 0.236 0.0902
C -1.538 -2.003 1.372 -0.2670
C -2.918 -2.080 1.277 -0.1937
C -3.528 -2.219 0.045 -0.2309
C -2.748 -2.273 -1.098 -0.2015
C -1.373 -2.192 -1.000 -0.2266
H -0.766 -2.234 -1.892 0.2114
H -3.214 -2.378 -2.066 0.2122
H -4.602 -2.292 -0.027 0.2099
H -3.517 -2.037 2.176 0.2058
H -1.092 -1.907 2.351 0.2042
H 1.165 -2.871 -0.223 0.2303
H 1.047 -1.130 -0.375 0.2351
H 3.341 -1.542 2.541 0.1969
H 3.348 -2.510 1.045 0.2429
H 4.206 0.863 2.106 0.2280
H 1.849 1.074 2.731 0.2169
H -0.256 1.595 2.218 0.3978
H -0.605 1.085 -1.426 0.2554
H -2.829 0.936 -2.480 0.2250
H -7.019 1.498 -1.504 0.1935
H -6.290 2.098 0.000 0.1695
H -6.788 -0.838 -0.734 0.2144
H -6.025 -0.306 0.766 0.2104
H -7.716 0.105 0.439 0.2152

Of them, the most stable is x and the least stable is w.

w:
2
Properties=species:S:1:pos:R:3:nbo_charge:R:1 method="wB97M-V/def2-TZVPD" total_charge=0 homo_energy_ha=-0.400
C 0.042 0.115 0.708 0.0000
C -0.042 -0.115 -0.708 0.0000

x:
2
Properties=species:S:1:pos:R:3:nbo_charge:R:1 method="wB97M-V/def2-TZVPD" total_charge=0 homo_energy_ha=-0.295
C -0.443 -1.144 0.617 0.0000
C 0.443 1.144 -0.617 0.0000

Of them, the most stable is w and the least stable is x.

w:
2
Properties=species:S:1:pos:R:3:nbo_charge:R:1 method="wB97M-V/def2-TZVPD" total_charge=0 homo_energy_ha=-0.294
C -0.134 -0.589 1.251 0.0000
C 0.134 0.589 -1.251 0.0000

x:
2
Properties=species:S:1:pos:R:3:nbo_charge:R:1 method="wB97M-V/def2-TZVPD" total_charge=0 homo_energy_ha=-0.355
C -0.165 0.085 0.895 0.0000
C 0.165 -0.085 -0.895 0.0000

Of them, the most stable is x and the least stable is w.

w:
14
Properties=species:S:1:pos:R:3:nbo_charge:R:1 method="wB97M-V/def2-TZVPD" total_charge=0 homo_energy_ha=-0.318 smiles=CSC1CSC1
C -2.152 -0.958 0.544 -0.7531
C 0.439 -0.061 -0.010 -0.4574
C 0.711 0.558 -1.458 -0.4988
C 1.638 0.687 0.595 -0.4880
H -2.395 -0.904 -0.577 0.2374
H -2.877 -0.538 1.241 0.2221
H -2.085 -2.024 1.130 0.2316
H 0.786 -1.132 -0.032 0.2269
H 0.111 1.380 -1.520 0.2079
H 0.739 -0.211 -2.257 0.2262
H 2.133 0.213 1.525 0.2335
H 1.314 1.742 0.872 0.2082
S -0.829 0.351 1.017 0.2615
S 2.469 0.897 -1.070 0.1421

x:
14
Properties=species:S:1:pos:R:3:nbo_charge:R:1 method="wB97M-V/def2-TZVPD" total_charge=0 homo_energy_ha=-0.316 smiles="CC(=S)[C@H](C)S"
C 0.487 1.840 0.306 -0.6264
C 0.652 0.236 0.099 -0.4945
C -0.650 -0.337 -0.312 0.0647
C -0.976 -1.706 0.381 -0.7027
H 1.267 2.103 1.203 0.2274
H -0.668 2.091 0.645 0.2461
H 0.595 2.296 -0.752 0.2346
H 0.845 -0.099 1.145 0.2520
H 1.604 0.068 -2.297 0.1599
H -0.882 -1.879 1.473 0.2322
H -0.161 -2.418 0.018 0.2291
H -1.900 -2.053 0.142 0.2288
S 1.897 -0.481 -0.988 0.0074
S -2.110 0.339 -1.063 -0.0586

Of them, the most stable is w and the least stable is x.

w:
17
Properties=species:S:1:pos:R:3:nbo_charge:R:1 method="wB97M-V/def2-TZVPD" total_charge=-1 homo_energy_ha=-0.077 smiles=CC(C)CC[O-]
C 0.733 0.357 -1.518 0.0011
O 1.530 -0.641 -1.915 -0.9570
C -0.473 -0.150 -0.664 -0.4370
C -0.193 -0.114 0.822 -0.2240
C -1.133 -0.991 1.685 -0.6000
C -0.191 1.337 1.359 -0.6181
H 1.250 1.078 -0.820 0.0565
H 0.304 0.989 -2.339 0.0590
H -0.602 -1.187 -0.990 0.2044
H -1.429 0.356 -0.898 0.1512
H 0.810 -0.534 0.922 0.2037
H -0.933 -0.725 2.720 0.1851
H -2.162 -0.826 1.371 0.1896
H -0.906 -2.050 1.545 0.1981
H 0.798 1.615 1.611 0.2059
H -0.859 1.527 2.208 0.1775
H -0.621 2.011 0.623 0.2040

x:
17
Properties=species:S:1:pos:R:3:nbo_charge:R:1 method="wB97M-V/def2-TZVPD" total_charge=-1 homo_energy_ha=-0.079 smiles=CC(C)CC[O-]
C 0.408 1.878 -0.701 0.0555
O 1.622 1.824 -0.395 -0.9129
C -0.292 0.336 -1.030 -0.4859
C 0.217 -0.511 0.130 -0.2376
C 0.020 -2.042 0.006 -0.5900
C -0.413 0.169 1.412 -0.6213
H -0.177 2.389 0.145 0.0516
H 0.198 2.272 -1.720 0.0518
H 0.044 -0.086 -1.927 0.1671
H -1.426 0.489 -1.239 0.1514
H 1.297 -0.440 0.188 0.2204
H 0.137 -2.455 1.052 0.1791
H -0.941 -2.243 -0.280 0.1822
H 0.833 -2.529 -0.721 0.1881
H 0.022 1.178 1.572 0.2372
H -0.041 -0.473 2.233 0.1759
H -1.508 0.244 1.275 0.1874

Of them, the most stable is w and the least stable is x.

w:
17
Properties=species:S:1:pos:R:3:nbo_charge:R:1 method="wB97M-V/def2-TZVPD" total_charge=0 homo_energy_ha=-0.326
C -2.128 0.054 -1.303 -0.4939
C -2.721 1.013 0.722 -0.1007
C 2.227 -0.723 -0.598 -0.8697
N 1.088 0.330 1.680 -1.0907
N -2.938 0.069 -0.070 -0.3878
O 0.724 1.319 -0.511 -1.0028
S 1.784 0.779 0.257 1.4905
H -2.110 -0.905 -1.795 0.1990
H -2.635 0.883 -1.905 0.2056
H -1.002 0.433 -1.199 0.2302
H 1.596 -0.158 2.334 0.3879
H -3.350 0.995 1.629 0.1738
H -1.874 1.769 0.565 0.1584
H 1.558 -1.597 -0.579 0.2368
H 2.458 -0.353 -1.568 0.2392
H 3.140 -0.999 -0.240 0.2155
H 0.091 0.337 1.765 0.4087

x:
17
Properties=species:S:1:pos:R:3:nbo_charge:R:1 method="wB97M-V/def2-TZVPD" total_charge=0 homo_energy_ha=-0.312
C 0.899 1.078 1.021 -0.6438
C -1.823 -1.337 0.128 -0.4149
C 0.083 0.153 0.152 -0.2150
N 1.897 0.243 -1.774 -1.0598
N -0.794 -0.696 0.914 -0.6331
O 2.356 -1.269 0.216 -0.9632
S 1.282 -1.010 -0.726 1.3680
H 1.519 0.479 1.685 0.2418
H 0.260 1.727 1.618 0.2099
H 1.544 1.690 0.397 0.2369
H -1.350 -1.999 -0.598 0.1953
H -2.449 -1.936 0.785 0.2077
H -2.462 -0.624 -0.417 0.1633
H -0.433 0.701 -0.655 0.1734
H 2.899 0.124 -1.862 0.3931
H 1.471 0.186 -2.690 0.3746
H -1.196 -0.194 1.699 0.3659

Of them, the most stable is x and the least stable is w.